Entry from OMol25: a 11-piece molecular cluster, C33H96O41P8S3 overall at a distorted geometry (ωB97M-V/def2-TZVPD).

Calculated values
Gap between HOMO and LUMO, eV: 10.556
Net charge: 0
Strongest force on any atom, eV/Å: 2.368
LUMO, eV: 0.26
2S+1: 1
HOMO level, eV: -10.3
Energy above the lowest of the compared OMol25 structures with the same formula, charge and spin, eV: 0.0000

Last column: Löwdin charge in e.
Element x y z (Å)
1 H -4.04425 6.84891 -5.43940  0.09
2 H -0.28089 -7.84906 -1.88703  0.10
3 H -1.24338 -2.08954 -1.28687  0.07
4 H 2.91875 8.17327 0.84768  0.11
5 O 4.10312 1.13534 3.05520  -0.25
6 H -2.56710 -4.53612 -4.52430  0.07
7 O -4.02969 -6.03477 -2.77490  -0.23
8 O -1.66624 2.66396 5.72075  -0.25
9 C 4.06048 -1.24063 3.02730  -0.07
10 H -2.98793 -1.00478 3.83530  0.07
11 C -0.84935 1.73100 -1.11418  -0.07
12 H -5.92184 -6.17373 -3.52339  0.10
13 H -1.37711 6.32624 3.82185  0.07
14 H -4.04314 -9.19479 -4.86629  0.09
15 H 1.99766 -5.23348 2.07009  0.07
16 H -3.78411 -2.15420 -0.59996  0.09
17 P 4.33559 -3.44083 -1.76780  0.40
18 O -1.55481 0.21177 7.90952  -0.20
19 H -2.88182 6.90622 -4.13361  0.08
20 H 0.09543 2.91097 -4.54724  0.06
21 H -5.66381 -7.10831 -2.01006  0.08
22 H 0.05485 -2.46581 -2.44209  0.09
23 S 3.64254 2.56173 3.65625  0.63
24 O -3.95252 3.24104 -2.82628  -0.22
25 C -1.11687 0.06478 2.18553  -0.07
26 C -0.48131 -6.80478 -1.63641  -0.09
27 C -0.57558 -2.70416 8.35149  -0.09
28 H 1.56254 -0.09514 -3.58957  0.10
29 O -0.68046 0.30771 -1.10230  -0.21
30 C 2.97302 -3.15419 -3.99570  -0.07
31 C 2.38311 0.21932 -2.93691  -0.12
32 C -2.77811 1.96153 5.17716  -0.08
33 H -5.77587 3.14093 -1.82045  0.09
34 H -0.73038 -6.83129 -0.57162  0.08
35 O 4.36719 -5.03926 -1.83180  -0.21
36 H -2.17487 0.26638 2.01683  0.10
37 H 6.17717 1.06525 -4.47797  0.08
38 H 1.77795 3.69621 2.77420  0.05
39 H -3.72356 -2.26969 4.80865  0.10
40 H 5.02073 -1.04907 -2.89190  0.07
41 O 2.38808 5.90365 1.44788  -0.28
42 O -1.92272 5.11571 5.40891  -0.22
43 H -0.10123 1.34155 6.08547  0.06
44 P -2.98606 -7.15975 -2.35912  0.37
45 H 0.31843 0.75924 4.52767  0.06
46 P 0.30770 -0.29492 -0.01473  0.42
47 H 3.76543 -3.80916 -4.35766  0.09
48 H -0.16111 -3.50647 -1.10579  0.09
49 H -0.08820 2.25573 -1.68951  0.09
50 O -3.17868 -2.85083 -2.43778  -0.22
51 C -1.94439 6.38131 4.75211  -0.09
52 O 4.64002 3.50315 3.23552  -0.27
53 H -3.58813 0.16996 -5.41958  0.10
54 H -5.12087 -2.51742 -1.67295  0.10
55 H 5.94378 -1.76853 -4.23844  0.09
56 H -1.48184 7.09935 5.42958  0.09
57 O -1.93438 3.22343 -4.22893  -0.23
58 H 4.54188 3.74319 -2.09726  0.10
59 S 1.68707 5.84572 0.19268  0.65
60 H -3.04274 -10.10459 -3.82327  0.09
61 O -2.10434 -2.45726 -4.60085  -0.19
62 C -0.05669 5.47083 0.42169  -0.09
63 H 0.00462 -1.87733 8.75212  0.09
64 P -1.46973 -0.78879 6.83877  0.39
65 O 1.07257 -2.03111 3.27262  -0.27
66 H -0.23807 4.54062 -4.20733  0.09
67 H -0.31662 5.35904 1.47208  0.04
68 C -1.91298 -3.79342 -4.98954  -0.12
69 O 5.58844 -3.10465 -2.70945  -0.21
70 O 0.38942 4.01912 5.58870  -0.21
71 H -0.73280 3.86342 -5.78172  0.10
72 O 3.00842 -2.99344 -2.56171  -0.25
73 H -3.71614 2.51479 5.24834  0.10
74 P -2.85799 4.21484 -3.40613  0.38
75 O -0.17201 -0.72228 5.93849  -0.19
76 H 1.27037 8.66560 1.24079  0.12
77 H 3.69924 -0.04940 4.71597  0.12
78 C -3.18017 0.44077 -4.44353  -0.07
79 H -1.26374 -2.35119 2.03772  0.09
80 C 3.32420 -5.83206 -1.30766  -0.11
81 C 0.45204 4.14760 7.01663  -0.08
82 H 2.53532 -0.59662 -2.23392  0.07
83 H 3.76589 -2.17523 3.49937  0.06
84 H -0.98220 2.19271 -0.13333  0.09
85 H 3.10924 -3.89209 2.21140  0.06
86 H -2.88668 1.05001 5.76528  0.05
87 O 1.36740 -4.12570 4.60107  -0.26
88 C -2.07049 -4.29822 1.23436  -0.02
89 O -0.35933 -4.03212 2.81306  -0.26
90 H -2.36593 6.20901 -5.64664  0.09
91 O 4.38121 -2.91031 -0.39723  -0.22
92 H 1.06373 9.83474 -0.96506  0.08
93 C 5.79010 -1.77410 -3.16065  -0.10
94 H 1.82309 -3.71019 1.04243  0.05
95 H 0.38976 -6.17440 -1.77984  0.07
96 H -1.06761 -3.26011 9.14696  0.09
97 H -0.90989 -4.17609 -4.78229  0.08
98 C -2.85354 -1.62305 4.73407  -0.08
99 O 1.38949 0.59535 0.40145  -0.19
100 H -4.47584 -9.21963 -3.11604  0.08
101 H 6.68100 -1.35375 -2.68596  0.10
102 O -1.47976 -2.31516 7.31081  -0.21
103 C -5.42256 -6.19488 -2.55365  -0.09
104 O 3.60254 0.64925 -3.50682  -0.21
105 O -4.71762 -2.39456 -4.50054  -0.23
106 H -4.20453 -3.80514 -0.87972  0.07
107 H 1.20171 3.41835 7.33120  0.09
108 C -0.66987 3.67223 -4.71093  -0.09
109 O -0.67503 -0.81741 1.13705  -0.28
110 H -2.15461 0.78951 -4.50067  0.08
111 H -0.45265 3.95147 7.58432  0.09
112 H -1.68639 -5.25518 0.88835  0.07
113 O -3.69011 5.04591 -4.51388  -0.21
114 H -2.75468 -4.46348 2.07041  0.09
115 O -1.61079 -6.33996 -2.36434  -0.22
116 H -4.52506 3.95693 -0.92675  0.09
117 O -2.84435 -8.04943 -3.66446  -0.21
118 H -0.87590 -0.43849 3.11899  0.06
119 H 6.52294 1.74914 -5.99622  0.09
120 H 3.60172 -6.30096 -0.36362  0.09
121 H -0.30120 -3.12396 0.90337  0.07
122 H 2.03067 -3.65571 -4.21397  0.09
123 H 3.90972 -1.36743 1.95270  0.08
124 H -2.95772 6.71077 4.53206  0.09
125 O 0.76209 -1.70220 -0.66984  -0.22
126 C 1.95738 8.45295 0.41545  -0.28
127 H 3.02190 -2.17183 -4.45989  0.09
128 H -2.69276 -3.88876 0.43622  0.05
129 H 0.09730 -3.43046 7.89091  0.09
130 O -3.37948 -7.87433 -1.13961  -0.23
131 C -3.22539 6.30154 -4.98007  -0.10
132 H 1.45982 0.58603 5.91954  0.10
133 P -3.44531 -2.09739 -3.81604  0.37
134 P 3.59114 1.77884 -4.63788  0.41
135 H -1.82259 1.84840 -1.59773  0.08
136 H 6.19321 0.02857 -5.94410  0.09
137 H -1.91381 -2.13638 4.51030  0.08
138 C 0.42777 0.52281 5.58603  -0.07
139 C 2.07012 -4.15082 2.00309  -0.09
140 H 3.07817 -6.59091 -2.05062  0.09
141 C 2.01087 9.68760 -0.44744  -0.08
142 C -4.12141 -2.84144 -1.38141  -0.11
143 H 0.90158 5.10267 7.28525  0.09
144 S 1.07447 -3.46394 3.36278  0.63
145 O 2.12479 4.93197 -0.83848  -0.29
146 O 4.51429 1.19712 -5.81516  -0.19
147 H 2.79440 9.68473 -1.20907  0.08
148 H -0.61761 1.03674 2.15135  0.08
149 H 4.10545 4.86530 -3.37345  0.10
150 C -3.66890 -9.21357 -3.84198  -0.08
151 C 2.09160 2.65470 2.74762  -0.11
152 C 4.01793 3.83121 -3.05212  -0.09
153 H 2.40839 -5.26513 -1.10895  0.06
154 H 2.27747 10.56061 0.15206  0.08
155 H -3.85046 1.23313 -4.11724  0.07
156 P -1.02025 3.89357 4.88192  0.40
157 O 1.53107 7.37050 -0.41992  -0.27
158 C 3.48465 -0.00692 3.64672  -0.29
159 H -0.21508 4.55580 -0.14121  0.04
160 H -2.56778 1.69618 4.13891  0.08
161 C 5.89083 0.98850 -5.52832  -0.12
162 C -0.98797 -3.36590 1.73010  -0.28
163 H 5.15032 -1.19849 3.13250  0.09
164 H 2.16432 2.25401 1.74116  0.05
165 O -2.20471 5.05308 -2.37608  -0.23
166 H -0.63909 6.26966 -0.02923  0.07
167 C -4.91291 3.79025 -1.93635  -0.09
168 O 3.29315 2.44639 5.05689  -0.30
169 H -2.03607 -3.95448 -6.06429  0.09
170 C -0.22497 -2.45192 -1.38499  -0.09
171 H 1.89005 1.01507 -2.36985  0.07
172 H 2.99683 3.54819 -2.78990  0.06
173 O 4.51506 2.89584 -4.00171  -0.22
174 O -1.02630 3.76405 3.43186  -0.22
175 O 2.23213 2.17655 -5.05045  -0.22
176 O -2.67600 -0.69166 5.79010  -0.26
177 H -5.81370 -5.34925 -1.98662  0.08
178 H 1.35913 2.04024 3.26858  0.03
179 H 2.40945 0.06614 3.47593  0.09
180 H -5.20040 4.79093 -2.26857  0.09
181 O -3.22065 -0.58111 -3.43948  -0.20



Entry from OMol25: C33H97HfN15O6P5 as an isolated structure at a distorted geometry (ωB97M-V/def2-TZVPD).

Calculated values
Gap between HOMO and LUMO, eV: 1.482
Net charge: +3
Strongest force on any atom, eV/Å: 8.878
LUMO, eV: -11.81
2S+1: 1
HOMO level, eV: -13.3

Last column: Löwdin charge in e.
Element x y z (Å)
1 H -6.12573 -3.99331 -3.86179  0.10
2 C -1.20405 4.49523 6.48005  -0.04
3 H -0.48962 0.03709 1.85787  0.07
4 H -0.43432 -0.14522 -7.64887  0.06
5 H -4.24805 1.53895 -0.86271  0.09
6 H 6.07485 2.49418 0.61034  0.09
7 N -1.69419 3.39097 5.54859  -0.22
8 C 3.67502 -0.60396 -6.11918  -0.05
9 H 2.35366 -0.53092 -0.87999  0.07
10 H 6.09360 3.84312 1.86395  0.07
11 H 6.05793 3.97272 3.92061  0.06
12 H 1.64924 2.54187 0.49733  0.04
13 H -0.06510 -7.75403 1.36250  0.10
14 H -0.65278 1.97943 -3.71999  0.09
15 H 6.85702 2.38260 2.13493  0.09
16 H -2.71905 1.30921 -4.70320  0.07
17 H -0.59513 -6.21614 1.91532  0.09
18 H 3.93701 -2.68146 1.38113  0.09
19 H -2.11402 -0.31317 -4.78172  0.04
20 H 2.09261 -3.05570 -6.47356  0.06
21 H -5.13166 -0.54717 0.06437  0.09
22 H -3.96736 1.72330 -2.49320  0.08
23 N 4.75732 2.21580 2.24688  -0.28
24 H 1.80013 -7.83255 2.44714  0.10
25 N 3.29309 -4.64300 0.76659  -0.30
26 H -1.03141 1.57569 4.77061  0.06
27 H 1.15026 4.13191 -0.07840  0.09
28 H 4.64459 -1.01942 -5.84454  0.08
29 H 5.06942 -5.76177 0.43270  0.11
30 H 2.72197 -1.28683 -2.93175  0.05
31 H -7.02848 -1.22495 -3.04764  0.08
32 H 1.44464 0.94593 -1.05318  0.07
33 C -3.39599 1.61763 2.67438  -0.09
34 N -4.18032 -0.22494 -4.45497  -0.28
35 H -3.02063 0.48931 -6.14451  0.09
36 H -4.33993 1.13163 2.92113  0.07
37 H 2.38663 4.60607 4.99223  0.07
38 C 5.16290 4.23965 4.48254  -0.09
39 O -2.49332 -1.91993 -3.10051  -0.43
40 C -0.52253 -1.23076 -7.60506  -0.08
41 N 3.91258 4.48678 3.72641  -0.30
42 C -2.65716 4.11216 2.31009  -0.06
43 N 1.15822 -3.65892 2.24429  -0.27
44 C -5.13211 -3.56351 -3.73498  -0.15
45 C 5.96274 2.78120 1.65588  -0.13
46 H -0.47982 -1.79193 -8.53853  0.10
47 C 4.73497 0.76466 2.14937  -0.11
48 H -6.39149 -1.79853 -1.52990  0.07
49 N 2.83741 3.97893 1.32422  -0.27
50 H -0.67942 4.11085 7.35476  0.09
51 C -0.08251 -6.70032 1.08413  -0.13
52 H -3.43608 -0.63030 0.28437  0.05
53 H -0.16028 -2.08103 3.04225  0.09
54 N -5.14287 -2.37408 -3.03694  -0.31
55 H -2.70327 1.20873 7.12704  0.09
56 C 4.03130 -5.69458 0.10729  -0.10
57 O -3.95136 4.70043 5.18661  -0.27
58 C -3.66074 1.08775 -1.66245  -0.12
59 H -0.92012 -3.61498 2.86755  0.09
60 C 1.63067 0.11137 -0.37715  -0.07
61 C -5.53435 1.79281 5.39514  -0.07
62 H 2.19911 -2.65526 3.70647  0.09
63 C 1.85994 -6.74524 2.39919  -0.11
64 C 0.19533 1.29515 -3.69610  -0.11
65 N 1.22430 -6.19602 1.23685  -0.34
66 N -3.15586 2.99605 3.21813  -0.24
67 H 3.05353 0.44746 -3.45425  0.08
68 H 3.87932 0.35202 2.68388  0.07
69 N 2.65780 -0.90446 -4.99315  -0.30
70 H -0.88498 1.18570 0.50601  0.08
71 H 3.58909 -6.68482 0.21671  0.09
72 H -5.96046 2.67427 4.91601  0.08
73 H 0.32588 2.78937 -5.82752  0.10
74 H -7.14263 -2.85986 -2.42787  0.10
75 P -3.32793 3.37159 4.94407  0.62
76 C -6.45352 -2.03161 -2.59288  -0.12
77 H -4.71191 -3.48457 -4.73762  0.09
78 C 0.41479 -0.62814 -0.08339  -0.54
79 N -4.12753 -0.23814 -1.76679  -0.28
80 H 1.26558 -4.12463 4.20513  0.09
81 H 5.46059 5.09262 5.09238  0.09
82 H 2.84977 -6.30955 2.53528  0.08
83 H 1.16016 1.69410 -3.38296  0.08
84 P 3.38461 3.21199 2.75047  0.61
85 H -1.69552 3.79252 1.90862  0.05
86 H 3.39679 -0.93798 -7.11873  0.07
87 H 0.26883 2.53755 5.43392  0.09
88 H 4.90836 -3.49088 0.15577  0.10
89 H 0.71098 3.84296 1.46192  0.06
90 C 1.30325 -2.85249 -7.19725  -0.09
91 O 0.75298 -4.10533 -0.38396  -0.46
92 H 4.69324 5.05443 0.93018  0.05
93 H 3.25746 5.90666 0.42146  0.09
94 C 3.19062 -0.61573 -3.65154  -0.11
95 H 0.09428 0.56103 -2.89675  0.05
96 H 4.10964 -5.44118 -0.94995  0.09
97 C -0.68823 2.59999 4.91600  -0.13
98 H -2.52539 5.03168 2.88036  0.08
99 H 5.64817 0.45599 2.65818  0.09
100 H -0.44697 2.93688 3.90783  0.07
101 H -6.25398 -0.21230 -4.77973  0.08
102 H -0.46974 -6.65839 0.06609  0.08
103 H 3.88862 4.41590 -0.45756  0.08
104 P -3.85430 -1.24300 -3.14292  0.69
105 O 0.30385 -1.71751 -4.06330  -0.47
106 C -3.29462 0.91107 6.26113  -0.10
107 H -2.57054 0.92385 2.83368  0.06
108 H 3.83895 0.47364 -6.11886  0.07
109 H 0.81102 1.45340 -6.97401  0.07
110 N 0.49226 0.72292 -5.01244  -0.29
111 C -0.14628 -2.98348 2.43111  -0.10
112 H -0.47337 -2.70855 1.42835  0.05
113 C -4.21803 -0.86550 -0.43767  -0.11
114 H 4.79728 0.51077 1.09118  0.08
115 O -0.20074 -1.31755 -1.15688  -0.32
116 H 1.91163 2.00821 -5.79181  0.08
117 C 0.84714 1.84072 -5.95580  -0.05
118 C 1.52683 3.58568 0.78642  -0.10
119 H -4.48609 -4.24789 -3.18508  0.07
120 H -5.64226 1.10235 -3.76635  0.07
121 C -2.95912 0.31156 -5.07086  -0.12
122 C 3.89466 -3.37110 0.53809  -0.13
123 H 2.88079 -4.25181 3.47621  0.08
124 C -0.64043 0.16091 0.78548  -0.02
125 N 0.66310 -1.55291 -6.79222  -0.30
126 C -5.44336 0.50595 -4.65678  -0.06
127 H 3.48272 -2.84267 -0.32165  0.07
128 P 0.93873 -0.89761 -5.17280  0.69
129 H -2.58396 1.04419 -1.49887  0.08
130 C 2.94684 5.34674 4.42156  -0.07
131 H -4.38640 -1.94239 -0.44522  0.08
132 H 1.25343 -6.48906 3.26787  0.09
133 Hf -0.38945 -3.40615 -2.42635  2.08
134 H -5.34534 1.23988 -5.45668  0.10
135 H 0.54199 -3.57540 -6.90400  0.08
136 H 2.35674 5.83609 3.64669  0.09
137 P 1.56804 -4.55175 0.78142  0.72
138 H 1.96149 0.46114 0.60076  0.09
139 N -4.06055 1.99661 5.61341  -0.30
140 C 1.94684 -3.68982 3.47374  -0.10
141 C 3.70421 4.91505 0.49372  -0.06
142 H -3.36823 4.20459 1.48915  0.08
143 H 3.44911 6.01971 5.11649  0.09
144 H -1.82152 5.36773 6.69353  0.09
145 H -4.00068 0.18790 6.66930  0.09
146 H -2.65409 0.35164 5.57932  0.06
147 H 1.69271 -2.98855 -8.20616  0.10
148 H 4.88795 3.46048 5.19345  0.09
149 O 2.30277 2.47163 3.44292  -0.29
150 H 4.26817 -0.77995 -3.65630  0.09
151 H -0.36471 4.97471 5.97636  0.07
152 H -1.44947 -1.49915 -7.09824  0.07
153 H 0.85537 -1.35011 0.60417  0.09
154 H -1.57579 -0.34770 0.55199  0.04
155 H -5.59395 0.88023 4.80207  0.07
156 H -6.02956 1.72350 6.36368  0.09
157 H -3.57509 1.65210 1.59975  0.06